Entry 1:
11
Properties=species:S:1:pos:R:3:forces:R:3:nbo_charge:R:1 method="wB97M-V/def2-TZVPD" energy_ha=-305.503975 homo_ha=-0.391 smiles="O=CO.CO" relative_energy_ev=1.3214 charge=0 orbital_gap_ev=11.39 molar_mass_g_mol=78.1
O -2.1666 1.4968 -0.1475 -0.02 0.38 0.58 -0.58
C -1.3799 2.1378 -0.7842 -0.46 -0.78 -1.07 0.64
O -0.3138 1.5538 -1.3772 -0.11 0.81 0.64 -0.70
H -1.5440 3.1903 -1.0741 0.43 -0.22 0.12 0.12
H -0.2011 0.7302 -0.8653 0.17 -0.12 -0.09 0.50
C 0.8971 -1.6747 1.0080 0.17 -0.80 0.47 -0.26
O 1.0292 -0.5304 0.1620 -0.53 -0.33 0.02 -0.73
H -0.1221 -2.0417 1.2136 -0.03 0.30 -0.86 0.17
H 1.2286 -1.4766 2.0312 0.56 0.41 -0.39 0.19
H 1.5068 -2.4803 0.5596 -0.33 0.12 0.56 0.17
H 1.0658 -0.9052 -0.7262 0.15 0.24 0.03 0.47

Entry 2:
14
Properties=species:S:1:pos:R:3:forces:R:3:nbo_charge:R:1 method="wB97M-V/def2-TZVPD" energy_ha=-320.837227 homo_ha=-0.338 smiles="c1cn[nH]c1.C=N" relative_energy_ev=1.2537 charge=0 orbital_gap_ev=10.34 molar_mass_g_mol=97.1
C 0.3438 2.3782 1.5387 -0.11 0.03 0.01 -0.35
C 1.3451 1.6098 0.9284 -0.26 0.01 -0.03 -0.07
N 0.8191 0.7179 0.1133 0.69 -0.64 -0.48 -0.27
N -0.4928 0.8883 0.1804 -0.15 0.17 0.14 -0.33
C -0.8314 1.8785 1.0295 -0.05 0.15 0.11 -0.06
H 0.4780 3.1743 2.2412 -0.09 0.17 0.15 0.23
H 2.4087 1.6646 1.0491 0.21 0.02 0.01 0.21
H -1.0861 0.2671 -0.3450 0.04 -0.08 0.00 0.43
H -1.8528 2.1557 1.2010 -0.17 0.02 0.03 0.22
C -0.4368 -3.2800 -1.5674 -0.21 -0.69 -0.14 -0.03
N -0.2075 -2.0681 -1.3719 -0.06 1.08 0.23 -0.61
H -1.3834 -3.6726 -1.2032 -0.06 -0.14 -0.01 0.15
H 0.2107 -3.9970 -2.0810 0.15 0.14 0.03 0.15
H 0.6855 -1.7168 -1.7130 0.07 -0.24 -0.05 0.35

Entry 3:
135
Properties=species:S:1:pos:R:3:forces:R:3:lowdin_charge:R:1 method="wB97M-V/def2-TZVPD" energy_ha=-6378.080007 homo_ha=-0.317 smiles="Cc1c(CCCCCCCSc2nnco2)c(P(N)O)cc2c1C(=O)N(Br)C2=O.CCOC(C)=O.CCOC(C)=O.CCOC(C)=O.CCOC(C)=O.CCOC(C)=O.CCOC(C)=O" charge=0 orbital_gap_ev=6.87 molar_mass_g_mol=1030.0
C 4.8061 -0.7017 2.4121 0.79 0.90 -0.29 -0.10
C 4.8290 -1.2716 0.8744 0.59 -2.42 -2.75 -0.06
C 4.2331 -0.4750 -0.4433 1.09 -1.28 -0.67 -0.07
C 3.4905 1.0141 -0.2750 -0.48 -1.32 -0.63 -0.18
C 1.8622 0.6857 -0.4706 0.07 -0.40 1.30 -0.22
C 0.8949 1.6016 0.4849 -1.44 -0.70 -0.23 -0.20
C -0.5043 1.8533 -0.3908 0.92 -0.83 -0.54 -0.18
C -1.2378 0.3914 -0.7399 -0.26 0.48 -0.29 -0.21
C -2.8624 0.6250 -0.7032 -0.09 -0.79 -0.64 -0.24
C -3.7256 -0.7600 -1.0630 -0.93 1.19 -0.72 -0.44
S -4.0566 -1.7961 0.5077 -1.75 -0.90 -1.14 0.84
C -5.4573 -3.0057 0.0804 -2.37 -5.04 -2.22 -0.44
N -5.2750 -4.4658 -0.3717 -4.61 5.42 1.79 -0.01
N -6.5813 -4.9709 -0.5251 -2.39 2.87 0.78 -0.07
C -7.7144 -3.9936 -0.2520 8.44 -1.18 -0.20 -0.01
O -6.9226 -2.8027 0.1061 0.49 -0.93 -0.15 -0.16
C 4.2899 -1.0552 -1.9975 2.15 -3.86 2.83 -0.24
P 3.5378 -0.0258 -3.4659 -0.40 1.72 -0.02 0.86
N 2.1407 -0.9064 -4.1973 1.73 0.50 -1.71 -0.22
O 4.8085 0.1872 -4.6810 -0.59 -3.31 2.34 -0.37
C 4.9819 -2.5180 -2.2629 -0.09 1.49 4.27 0.03
C 5.5446 -3.3397 -0.9603 -0.55 2.11 0.92 -0.01
C 5.4945 -2.7541 0.6022 -1.31 2.16 -3.10 0.03
C 6.1454 -3.8676 1.6170 0.02 1.20 2.80 -0.30
O 6.4735 -3.8041 2.9221 -2.26 -0.73 -8.98 -0.02
N 6.2393 -5.0809 0.6702 0.64 0.21 0.17 -0.44
Br 4.9208 -6.3632 1.1889 0.80 0.45 -0.33 0.74
C 6.2417 -4.8215 -0.8505 0.11 -0.80 -3.66 -0.29
O 6.6723 -5.6191 -1.8460 -2.86 4.99 7.16 -0.02
H 5.3337 0.3683 2.3766 -1.17 -2.26 0.09 0.09
H 5.4450 -1.3565 3.1781 -1.48 1.16 -2.11 0.09
H 3.7403 -0.5336 2.8659 1.89 -0.49 -1.18 0.09
H 3.8172 1.7344 -1.1407 -0.38 -1.54 1.69 0.07
H 3.7194 1.5221 0.7541 -0.45 -1.23 -1.90 0.11
H 1.7118 -0.4561 -0.1596 0.23 2.50 -0.83 0.13
H 1.5068 0.8075 -1.5790 1.00 -0.21 2.00 0.07
H 0.5379 0.9943 1.4485 1.04 1.26 -1.98 0.11
H 1.3956 2.5944 0.8487 -0.91 -1.73 -0.88 0.10
H -0.1300 2.2532 -1.4502 -1.05 -0.31 2.31 0.11
H -1.2543 2.5803 0.1368 1.63 -1.40 -1.15 0.09
H -0.9711 0.0620 -1.8536 -0.52 0.71 2.34 0.11
H -0.8706 -0.4684 -0.0337 -0.95 1.79 -1.20 0.10
H -3.1235 1.3858 -1.5811 0.50 -1.55 1.96 0.13
H -3.2760 1.0534 0.3060 1.05 -0.78 -1.87 0.11
H -4.8019 -0.3725 -1.3982 2.42 -1.10 0.45 0.09
H -3.2029 -1.4244 -1.8755 -1.10 1.36 1.61 0.09
H -8.8902 -4.1533 -0.2917 3.01 0.75 0.23 0.15
H 2.4945 -1.3259 -5.1093 -0.69 0.17 1.49 0.04
H 1.4142 -0.2034 -4.5300 1.46 -0.86 0.89 0.04
H 5.3913 -0.6403 -4.5831 -0.88 1.76 -0.60 0.05
H 5.0569 -2.9431 -3.3508 -0.13 0.63 2.40 0.10
C -10.2479 -4.6788 4.7480 0.22 0.07 -0.07 -0.07
C -11.3380 -5.5723 4.1884 0.21 0.09 0.10 -0.23
O -11.2748 -5.6206 2.7510 -0.36 -0.11 -0.39 -0.01
C -10.4628 -6.4408 2.0458 0.03 -0.02 -1.82 -0.51
C -9.3681 -7.1738 2.7609 -0.04 -0.70 0.32 0.01
O -10.5776 -6.5251 0.8237 -0.10 0.49 2.34 0.07
H -9.2513 -5.0542 4.5013 -0.11 -0.04 0.10 0.07
H -10.3296 -4.6053 5.8361 -0.02 0.00 -0.11 0.08
H -10.3201 -3.6740 4.3191 -0.10 -0.14 0.10 0.09
H -11.3206 -6.5794 4.6157 0.11 0.07 -0.12 0.11
H -12.3150 -5.1463 4.4418 0.12 -0.11 -0.35 0.12
H -8.4372 -6.6102 2.6630 -0.08 -0.07 -0.03 0.10
H -9.2474 -8.1580 2.2962 0.10 0.36 -0.11 0.10
H -9.5728 -7.3588 3.8145 0.08 0.20 0.01 0.07
C 6.4779 -9.3528 -6.3525 -0.07 -0.04 0.23 -0.07
C 6.7008 -8.1687 -7.2733 0.01 -0.17 0.20 -0.23
O 5.8301 -7.0764 -6.9249 -0.21 0.48 -0.26 -0.01
C 6.0888 -6.1677 -5.9570 -1.04 1.24 0.40 -0.50
C 7.2108 -6.4249 -4.9968 0.69 0.19 -0.12 0.00
O 5.3653 -5.1814 -5.8241 1.10 -1.85 -0.60 0.06
H 6.7053 -9.1045 -5.3124 0.09 -0.03 -0.13 0.07
H 7.1054 -10.1973 -6.6508 -0.07 0.09 0.00 0.08
H 5.4288 -9.6648 -6.3788 0.16 0.04 -0.12 0.09
H 7.7453 -7.8442 -7.3002 -0.12 0.02 0.13 0.11
H 6.4409 -8.4579 -8.2975 -0.13 0.31 0.19 0.12
H 6.8072 -6.8786 -4.0884 0.06 0.13 -0.07 0.09
H 7.6809 -5.4679 -4.7469 -0.34 -0.19 0.14 0.10
H 8.0024 -7.0560 -5.3984 -0.14 -0.15 0.05 0.07
C -1.6757 1.9355 5.3946 0.23 -0.29 -0.11 -0.07
C -2.7997 1.4691 4.4897 0.18 0.10 0.37 -0.21
O -2.2773 0.8322 3.3090 -0.11 -0.43 -0.67 -0.01
C -1.8993 -0.4646 3.2401 0.52 -0.35 -1.33 -0.50
C -1.7589 -1.2512 4.5084 -0.55 -0.46 0.34 0.01
O -1.6048 -0.9673 2.1564 -0.56 1.23 1.81 0.01
H -1.0664 1.0989 5.7465 -0.17 -0.07 0.06 0.07
H -2.0750 2.4622 6.2660 0.10 0.02 -0.19 0.09
H -1.0030 2.6079 4.8524 -0.41 -0.15 0.17 0.05
H -3.5137 0.8180 5.0029 0.13 -0.07 -0.09 0.11
H -3.3679 2.3405 4.1465 0.18 -0.27 -0.22 0.13
H -0.7119 -1.2422 4.8207 -0.11 -0.01 -0.04 0.10
H -2.0711 -2.2827 4.3142 0.30 0.19 -0.11 0.10
H -2.3854 -0.8931 5.3241 0.19 0.14 0.00 0.07
C -2.4798 6.7786 -3.2241 0.07 -0.10 -0.06 -0.07
C -3.4639 5.9889 -2.3828 0.12 0.41 -0.23 -0.22
O -2.7736 5.1180 -1.4675 -0.04 -0.46 0.66 0.00
C -2.2934 5.4977 -0.2614 0.71 -1.17 0.59 -0.49
C -2.2281 6.9581 0.0702 -0.52 0.44 0.38 0.01
O -1.8495 4.6580 0.5208 -0.93 1.33 -1.49 0.06
H -1.8493 7.4253 -2.6082 -0.11 0.00 -0.04 0.07
H -3.0072 7.4020 -3.9515 -0.04 -0.04 0.09 0.08
H -1.8067 6.1018 -3.7602 -0.40 0.27 0.24 0.04
H -4.1767 6.6283 -1.8534 0.12 -0.07 0.10 0.11
H -4.0571 5.3422 -3.0385 0.20 -0.12 0.32 0.12
H -1.2234 7.3292 -0.1460 -0.11 -0.05 0.00 0.10
H -2.4392 7.0820 1.1376 0.28 -0.14 -0.17 0.09
H -2.9622 7.5659 -0.4569 0.18 -0.02 -0.15 0.07
C 2.3099 7.6876 5.2668 -0.12 0.08 -0.19 -0.07
C 2.2238 6.5111 6.2197 0.04 0.15 -0.20 -0.23
O 0.8783 6.0038 6.2888 -0.28 -0.34 0.34 0.00
C 0.3434 5.1254 5.4103 -1.67 -0.46 0.23 -0.48
C 1.0733 4.8355 4.1335 0.50 -0.53 -0.12 0.01
O -0.7617 4.6291 5.6258 2.21 1.50 0.00 0.06
H 2.0415 7.4017 4.2463 0.12 -0.03 0.08 0.07
H 3.3222 8.1011 5.2544 -0.10 -0.04 0.03 0.08
H 1.6100 8.4742 5.5670 0.15 -0.12 0.07 0.09
H 2.9312 5.7138 5.9727 -0.14 0.04 -0.08 0.11
H 2.4801 6.8491 7.2297 -0.31 -0.20 -0.11 0.12
H 0.6669 5.4653 3.3385 0.00 -0.12 0.06 0.10
H 0.9198 3.7821 3.8767 -0.22 0.29 -0.06 0.09
H 2.1511 4.9786 4.1964 -0.06 0.20 -0.03 0.07
C 3.7914 4.9278 -2.3239 0.05 0.19 -0.13 -0.06
C 2.5276 4.0909 -2.2755 0.27 0.04 -0.06 -0.24
O 1.3925 4.8483 -2.7341 -0.68 0.08 -0.14 0.00
C 1.0479 5.0040 -4.0328 -1.21 0.83 -0.25 -0.48
C 2.0198 4.5963 -5.0987 0.05 -0.70 -0.33 0.01
O -0.0185 5.5406 -4.3306 2.21 -1.10 0.77 0.06
H 4.0293 5.2421 -3.3436 0.03 -0.14 0.07 0.07
H 4.6421 4.3655 -1.9288 -0.09 0.04 -0.03 0.08
H 3.6668 5.8418 -1.7344 -0.01 -0.19 0.02 0.09
H 2.6209 3.1511 -2.8280 -0.01 0.10 -0.06 0.09
H 2.3187 3.8180 -1.2354 -0.29 0.14 -0.23 0.11
H 2.5844 5.4740 -5.4225 -0.08 -0.09 0.02 0.10
H 1.4566 4.1934 -5.9471 0.05 0.35 0.13 0.10
H 2.7103 3.8116 -4.7927 0.11 0.17 0.08 0.07